Record 1
Computed, not measured: C27H49BInN7O2SSi as an isolated structure at a distorted geometry, with ωB97M-V/def2-TZVPD.

Summary:
E_LUMO: 0.25 eV
HOMO-LUMO gap: 0.331 Eh
Highest occupied orbital energy: -0.3215 Ha
Net charge: 0
Largest force on an atom: 0.0360 hartree/bohr

Last column: Mulliken charge in e.
Positions of all 89 atoms, in Å:
1 In -0.754 -0.095 0.632  1.70
2 C 4.493 0.271 1.017  -1.52
3 C 3.175 0.949 0.927  0.10
4 C 2.865 2.252 1.269  -0.54
5 C 1.505 2.412 0.987  -0.76
6 N 1.045 1.257 0.522  0.41
7 N 2.053 0.364 0.466  0.75
8 B 1.924 -0.747 -0.607  -0.77
9 N 1.089 -0.147 -1.754  0.40
10 N -0.197 0.220 -1.617  1.31
11 C -0.651 0.615 -2.798  -1.07
12 C 0.382 0.506 -3.732  -1.38
13 C 1.467 0.018 -3.032  0.50
14 C 2.825 -0.279 -3.561  -1.44
15 C -2.042 1.096 -3.095  2.67
16 C -2.647 0.178 -4.166  -1.70
17 C -2.918 1.066 -1.849  -1.71
18 C -1.955 2.532 -3.631  -1.74
19 N 1.212 -2.035 -0.176  1.22
20 N -0.067 -2.245 -0.559  -0.30
21 C -0.317 -3.545 -0.461  -0.52
22 C 0.829 -4.197 0.008  -0.90
23 C 1.778 -3.209 0.169  0.24
24 C 3.178 -3.355 0.638  -1.52
25 C -1.573 -4.192 -0.987  2.37
26 C -1.597 -3.979 -2.508  -1.38
27 C -1.555 -5.693 -0.684  -2.28
28 C -2.823 -3.571 -0.370  -1.38
29 C 0.749 3.708 0.857  2.84
30 C 0.941 4.140 -0.609  -1.73
31 C 1.321 4.777 1.791  -1.98
32 C -0.742 3.555 1.131  -1.12
33 H 5.219 0.937 1.474  0.46
34 H 4.844 -0.008 0.025  0.24
35 H 4.413 -0.633 1.616  0.18
36 H 3.541 2.974 1.677  0.47
37 H 3.010 -1.013 -1.000  -0.17
38 H 0.350 0.742 -4.777  0.60
39 H 2.858 -0.028 -4.618  0.46
40 H 3.063 -1.334 -3.442  0.26
41 H 3.584 0.300 -3.038  0.25
42 H -2.736 -0.836 -3.783  0.24
43 H -2.029 0.152 -5.060  0.35
44 H -3.638 0.530 -4.443  0.48
45 H -2.983 0.053 -1.455  0.00
46 H -3.921 1.411 -2.090  0.57
47 H -2.506 1.709 -1.069  0.17
48 H -1.310 2.588 -4.504  0.36
49 H -1.555 3.194 -2.866  0.28
50 H -2.944 2.888 -3.912  0.47
51 H 0.956 -5.240 0.207  0.65
52 H 3.397 -4.405 0.815  0.41
53 H 3.310 -2.803 1.567  0.18
54 H 3.878 -2.963 -0.099  0.30
55 H -0.740 -4.467 -2.967  0.39
56 H -1.556 -2.918 -2.743  -0.01
57 H -2.504 -4.401 -2.935  0.45
58 H -0.730 -6.181 -1.197  0.39
59 H -2.482 -6.151 -1.023  0.42
60 H -1.454 -5.867 0.385  0.46
61 H -2.877 -2.512 -0.617  0.03
62 H -2.799 -3.684 0.713  0.33
63 H -3.711 -4.073 -0.749  0.49
64 H 1.998 4.240 -0.846  0.39
65 H 0.453 5.098 -0.781  0.51
66 H 0.508 3.397 -1.280  0.07
67 H 2.348 5.027 1.533  0.39
68 H 1.290 4.432 2.823  0.32
69 H 0.723 5.682 1.714  0.44
70 H -1.159 2.733 0.552  -0.24
71 H -1.257 4.478 0.870  0.62
72 H -0.915 3.335 2.179  -0.10
73 C 1.026 1.283 4.214  -0.80
74 Si -0.856 1.026 3.982  0.56
75 C -1.318 -0.565 4.953  -1.30
76 C -1.767 2.462 4.864  -1.31
77 O -1.292 0.979 2.455  -0.52
78 H 1.325 1.186 5.252  0.55
79 H 1.341 2.263 3.868  0.13
80 H 1.571 0.540 3.634  0.06
81 H -1.097 -0.450 6.010  0.43
82 H -0.773 -1.430 4.587  0.27
83 H -2.380 -0.783 4.862  0.33
84 H -1.784 2.275 5.932  0.35
85 H -2.793 2.548 4.525  0.33
86 H -1.282 3.419 4.705  0.32
87 O -3.064 -0.556 0.989  -0.45
88 S -2.618 -1.465 2.074  -0.07
89 N -1.166 -1.742 2.015  -0.18


Record 2
Computed, not measured: a 3-piece molecular cluster, C27H49BrCl4I2N2O11P3 overall at a distorted geometry, with ωB97M-V/def2-TZVPD.

Summary:
E_LUMO: -3.74 eV
HOMO-LUMO gap: 0.268 Eh
Highest occupied orbital energy: -0.4054 Ha
Net charge: +1
Largest force on an atom: 0.1066 hartree/bohr

Last column: Mulliken charge in e.
Positions of all 99 atoms, in Å:
1 C 2.209 2.364 6.298  -1.16
2 C 1.973 1.137 5.319  -0.63
3 I 2.222 -0.761 6.417  0.13
4 C 1.694 1.236 3.909  -1.26
5 I 1.893 3.390 3.455  -0.01
6 C 1.409 -0.029 2.999  3.20
7 C 2.871 -0.780 3.023  -0.69
8 C 4.132 0.093 3.383  -0.41
9 N 5.017 0.631 2.586  -0.70
10 C 0.255 -0.854 3.743  -2.13
11 N -1.102 -0.993 3.154  0.50
12 P -2.291 -1.673 4.401  0.20
13 O -2.376 -0.720 5.800  -0.41
14 Br -4.403 -1.643 3.480  -0.18
15 C -1.620 0.119 2.309  -0.77
16 P -2.483 1.360 3.395  0.16
17 C -4.013 2.159 2.709  -1.07
18 C -1.512 2.309 4.645  -0.69
19 C -0.551 0.664 1.176  1.54
20 C -0.706 2.261 1.151  -1.65
21 C -0.139 3.058 -0.119  -0.53
22 C 0.481 4.483 0.371  -0.02
23 C 0.314 5.557 -0.788  0.25
24 O -0.812 6.026 -1.015  -0.54
25 O 1.412 6.014 -1.566  -0.51
26 P -1.292 0.277 -0.529  0.29
27 O -0.387 0.373 -1.733  -0.65
28 O -2.103 -1.248 -0.652  -0.60
29 O -2.619 1.319 -0.940  -0.57
30 C 0.963 0.092 1.444  2.70
31 C 0.858 -1.450 0.866  -2.42
32 C 1.562 -1.866 -0.471  0.13
33 C 0.925 -3.280 -0.923  0.13
34 O 0.764 -4.205 -0.094  -0.61
35 O 0.512 -3.428 -2.253  -0.29
36 C 2.087 0.695 0.494  -1.92
37 O 2.610 2.003 0.781  0.18
38 C 3.305 2.608 -0.311  -0.27
39 O 4.062 1.722 -1.138  -0.38
40 C 3.639 1.745 -2.521  -0.20
41 C 3.749 0.324 -3.253  -0.51
42 O 2.387 -0.195 -3.414  -0.41
43 H 1.304 3.075 6.332  0.30
44 H 3.187 2.936 6.092  0.35
45 H 2.316 2.031 7.395  0.39
46 H 3.152 -1.285 2.045  0.40
47 H 2.743 -1.681 3.733  0.59
48 H 4.377 0.219 4.501  0.31
49 H 4.705 0.399 1.630  0.37
50 H -0.033 -0.427 4.775  0.81
51 H 0.640 -1.914 3.981  0.07
52 H -1.104 -1.884 2.597  0.78
53 H -3.176 -0.135 5.761  0.42
54 H -2.467 -0.356 1.685  0.50
55 H -4.392 1.509 1.834  0.26
56 H -4.874 2.162 3.465  0.35
57 H -3.857 3.201 2.244  0.32
58 H -2.241 2.674 5.462  0.52
59 H -1.076 3.252 4.186  0.26
60 H -0.767 1.645 5.181  0.21
61 H -0.459 2.802 2.110  -0.61
62 H -1.830 2.531 1.049  0.48
63 H -0.968 3.387 -0.849  0.82
64 H 0.613 2.524 -0.765  0.01
65 H -0.080 4.807 1.322  0.39
66 H 1.576 4.414 0.663  -0.07
67 H 2.216 6.099 -1.003  0.36
68 H -3.018 -1.145 -0.316  0.35
69 H -3.373 1.010 -0.383  0.38
70 H -0.210 -1.828 0.769  0.53
71 H 1.253 -2.218 1.637  0.35
72 H 2.669 -2.102 -0.268  0.54
73 H 1.522 -1.202 -1.379  -0.38
74 H 0.531 -4.384 -2.503  0.28
75 H 3.047 0.057 0.447  0.69
76 H 1.776 0.776 -0.614  0.58
77 H 2.574 3.288 -0.893  0.32
78 H 4.063 3.343 0.152  0.16
79 H 4.287 2.473 -3.135  0.38
80 H 2.561 2.100 -2.674  0.11
81 H 4.443 -0.415 -2.741  0.17
82 H 4.133 0.472 -4.329  0.43
83 H 2.231 -0.450 -4.342  0.27
84 Cl 0.010 -5.808 -4.145  -0.29
85 C -1.180 -5.285 -5.366  -0.42
86 C -2.547 -5.896 -5.130  -0.05
87 Cl -2.559 -7.651 -5.435  -0.19
88 H -0.789 -5.542 -6.352  0.40
89 H -1.244 -4.197 -5.299  0.23
90 H -3.274 -5.452 -5.811  0.01
91 H -2.891 -5.728 -4.109  0.32
92 Cl -2.984 -3.499 -7.538  -0.15
93 C -4.174 -2.977 -8.759  -0.48
94 C -5.540 -3.588 -8.524  -0.52
95 Cl -5.551 -5.343 -8.827  -0.17
96 H -3.783 -3.235 -9.744  0.33
97 H -4.239 -1.889 -8.693  0.30
98 H -6.267 -3.144 -9.206  0.35
99 H -5.884 -3.419 -7.502  0.32


Record 3
Computed, not measured: a 5-piece molecular cluster, C27H50BClO14Si overall at a distorted geometry, with ωB97M-V/def2-TZVPD.

Summary:
E_LUMO: 0.32 eV
HOMO-LUMO gap: 0.359 Eh
SMILES: CCCCCCCCCCC[Si@H](Cl)B(O)O.C[C@@H]1COC(=O)O1.C[C@@H]1COC(=O)O1.C[C@@H]1COC(=O)O1.C[C@@H]1COC(=O)O1
Highest occupied orbital energy: -0.3474 Ha
Net charge: 0
Largest force on an atom: 0.0257 hartree/bohr

Last column: Mulliken charge in e.
Positions of all 94 atoms, in Å:
1 C 3.857 0.326 -0.147  -1.26
2 C 2.980 -0.527 -1.077  -0.54
3 C 1.622 0.143 -1.336  -0.32
4 C 0.809 -0.731 -2.304  -0.41
5 C -0.253 -0.018 -3.183  0.30
6 C -0.701 1.367 -2.727  -1.52
7 C -1.414 1.443 -1.366  -0.67
8 C -2.950 1.255 -1.437  -0.81
9 C -3.522 0.243 -0.424  -0.88
10 C -3.659 -1.184 -0.977  -0.44
11 C -2.313 -1.945 -0.929  0.29
12 Si -2.351 -3.559 0.049  0.22
13 Cl -1.456 -3.220 1.922  -0.34
14 B -1.149 -4.824 -0.926  0.78
15 O 0.228 -4.764 -0.763  -0.56
16 O -1.685 -5.726 -1.809  -0.50
17 H 4.495 0.952 -0.757  0.32
18 H 4.443 -0.335 0.484  0.40
19 H 3.231 0.947 0.485  0.31
20 H 2.800 -1.512 -0.649  0.27
21 H 3.459 -0.676 -2.042  0.43
22 H 1.123 0.146 -0.371  0.24
23 H 1.795 1.151 -1.697  0.22
24 H 0.383 -1.546 -1.728  -0.24
25 H 1.515 -1.196 -2.991  0.60
26 H -1.113 -0.663 -3.327  0.20
27 H 0.176 0.100 -4.171  -0.09
28 H 0.122 2.070 -2.794  0.54
29 H -1.430 1.721 -3.457  0.56
30 H -0.953 0.796 -0.632  0.33
31 H -1.236 2.452 -0.998  0.38
32 H -3.397 2.202 -1.151  0.35
33 H -3.278 1.028 -2.448  0.50
34 H -2.884 0.186 0.454  0.42
35 H -4.506 0.599 -0.124  0.30
36 H -3.983 -1.103 -2.011  0.31
37 H -4.438 -1.735 -0.452  0.21
38 H -2.045 -2.216 -1.949  0.10
39 H -1.509 -1.349 -0.513  -0.33
40 H -3.733 -4.056 0.168  -0.19
41 H 0.645 -4.770 -1.642  0.26
42 H -0.980 -6.085 -2.374  0.27
43 C -8.226 -3.523 -0.254  -1.38
44 C -8.748 -2.135 0.027  0.50
45 C -9.395 -1.460 -1.160  -0.51
46 O -9.144 -0.074 -0.901  -0.34
47 C -8.013 -0.001 -0.151  0.64
48 O -7.403 0.996 0.058  -0.52
49 O -7.673 -1.228 0.320  -0.31
50 H -7.860 -3.988 0.662  0.35
51 H -9.009 -4.156 -0.672  0.38
52 H -7.387 -3.484 -0.950  0.32
53 H -9.422 -2.148 0.887  0.24
54 H -10.464 -1.648 -1.227  0.32
55 H -8.923 -1.728 -2.109  0.31
56 C 4.827 0.655 4.191  -1.16
57 C 5.756 1.797 3.859  0.61
58 C 5.079 3.142 3.769  -0.23
59 O 5.901 3.827 2.806  -0.37
60 C 6.461 2.889 2.007  0.63
61 O 7.020 3.119 0.982  -0.55
62 O 6.295 1.649 2.532  -0.37
63 H 5.388 -0.268 4.337  0.36
64 H 4.265 0.865 5.102  0.21
65 H 4.129 0.480 3.370  0.26
66 H 6.593 1.825 4.563  0.22
67 H 5.059 3.678 4.722  0.17
68 H 4.061 3.076 3.370  0.32
69 C 2.552 2.781 10.360  -1.47
70 C 2.863 2.524 8.906  0.47
71 C 4.048 1.615 8.673  -0.48
72 O 4.548 2.086 7.413  -0.30
73 C 4.201 3.391 7.304  0.63
74 O 4.639 4.135 6.484  -0.61
75 O 3.295 3.729 8.246  -0.34
76 H 1.636 3.362 10.459  0.36
77 H 2.426 1.843 10.901  0.38
78 H 3.350 3.359 10.827  0.36
79 H 1.976 2.155 8.386  0.28
80 H 3.774 0.565 8.607  0.34
81 H 4.831 1.736 9.425  0.28
82 C 2.549 1.276 -7.923  -1.44
83 C 1.997 -0.087 -7.582  0.46
84 C 1.338 -0.802 -8.740  -0.51
85 O 0.354 -1.608 -8.083  -0.35
86 C 0.023 -0.982 -6.923  0.66
87 O -0.909 -1.263 -6.245  -0.50
88 O 0.907 0.013 -6.651  -0.31
89 H 3.091 1.693 -7.075  0.36
90 H 3.229 1.218 -8.773  0.38
91 H 1.740 1.968 -8.159  0.36
92 H 2.773 -0.709 -7.127  0.25
93 H 2.028 -1.425 -9.304  0.31
94 H 0.830 -0.119 -9.425  0.31